This record from the Open Molecules 2025 dataset describes 5 unconnected molecules or ions with the total composition C13H36N2O5. The level of theory is ωB97M-V/def2-TZVPD.

**LUMO energy (spin up / spin down)**: 2.780 / 2.718 eV
**HOMO-LUMO gap (spin up / spin down)**: 0.0693 / 0.3675 Ha
**<S²>**: 0.75

```
! RIJCOSX wB97M-V def2-TZVPD def2/J DEFGRID3
* xyz -1 2
C -1.503 0.831 5.338
C -2.476 1.906 4.899
C -3.296 1.506 3.685
O -3.274 2.137 5.988
H -0.775 0.605 4.560
H -2.098 0.011 5.740
H -0.919 1.196 6.183
H -1.880 2.815 4.818
H -4.159 2.161 3.559
H -3.847 0.571 3.788
H -2.726 1.424 2.760
H -2.865 1.788 6.784
C 0.260 -1.197 2.013
C -0.702 -1.561 0.886
C -0.975 -0.335 -0.017
O -0.168 -2.608 0.099
H 1.278 -1.215 1.623
H 0.200 -1.707 2.975
H 0.131 -0.161 2.325
H -1.668 -1.856 1.296
H -1.507 -0.609 -0.928
H -0.030 0.103 -0.337
H -1.361 0.433 0.654
H 0.087 -3.238 0.778
C -1.585 1.601 -3.433
C -1.324 1.118 -4.853
C -1.283 -0.385 -5.063
O -2.340 1.594 -5.597
H -1.338 2.652 -3.282
H -0.860 1.084 -2.806
H -2.555 1.382 -2.985
H -0.437 1.641 -5.210
H -2.237 -0.908 -5.012
H -0.743 -0.859 -4.244
H -0.845 -0.485 -6.056
H -3.135 1.201 -5.230
C 4.496 0.565 1.772
C 3.730 1.618 1.036
C 4.530 2.710 0.406
O 2.894 0.969 0.090
H 4.776 -0.299 1.169
H 4.089 0.107 2.673
H 5.488 0.872 2.102
H 3.129 2.064 1.828
H 4.008 3.563 -0.027
H 5.243 2.331 -0.327
H 5.225 3.056 1.171
H 2.245 1.594 -0.242
C 0.796 -3.846 -3.196
O 1.749 -3.501 -2.641
N -0.373 -3.541 -2.766
N 0.853 -4.477 -4.318
H -0.357 -2.948 -1.948
H -1.248 -3.752 -3.224
H 1.717 -4.924 -4.591
H -0.039 -4.799 -4.665
*
```



This record from the Open Molecules 2025 dataset describes 5 unconnected molecules or ions with the total composition C13H36O5. The level of theory is ωB97M-V/def2-TZVPD.

**LUMO energy**: 0.672 eV
**HOMO-LUMO gap**: 0.3898 Ha
**SMILES**: CC(C)O.CC(C)O.CC(C)O.CC(C)O.CO

```
! RIJCOSX wB97M-V def2-TZVPD def2/J DEFGRID3
* xyz 0 1
C 10.662 -0.880 3.932
C 11.796 -0.445 2.964
C 13.119 -0.212 3.567
O 12.019 -1.396 1.904
H 10.407 -0.249 4.783
H 10.756 -1.932 4.201
H 9.810 -0.933 3.254
H 11.584 0.535 2.536
H 13.430 -1.148 4.030
H 12.935 0.506 4.366
H 13.771 0.175 2.783
H 12.542 -2.113 2.269
C 5.510 -1.039 2.245
C 5.307 -1.936 3.406
C 5.739 -1.109 4.645
O 3.974 -2.273 3.408
H 4.830 -0.187 2.229
H 5.315 -1.579 1.319
H 6.540 -0.684 2.198
H 5.916 -2.840 3.398
H 5.356 -1.487 5.593
H 5.536 -0.040 4.709
H 6.826 -1.061 4.578
H 3.455 -1.543 3.753
C 10.483 -9.540 3.864
C 11.430 -9.734 2.651
C 12.188 -8.415 2.317
O 12.362 -10.733 3.061
H 10.083 -8.526 3.880
H 11.039 -9.511 4.801
H 9.717 -10.303 4.004
H 10.899 -10.207 1.825
H 11.588 -7.788 1.657
H 13.110 -8.578 1.759
H 12.428 -7.802 3.185
H 11.939 -11.550 3.333
C 9.398 -4.715 0.695
C 9.059 -4.426 2.159
C 8.591 -5.654 2.946
O 10.080 -3.800 2.927
H 8.524 -4.940 0.083
H 10.231 -5.414 0.623
H 9.869 -3.858 0.214
H 8.264 -3.681 2.133
H 9.435 -6.333 3.070
H 7.830 -6.150 2.343
H 8.172 -5.443 3.929
H 10.493 -3.145 2.358
C 11.862 -5.341 5.601
O 12.158 -4.255 4.719
H 12.137 -6.326 5.223
H 12.356 -5.081 6.537
H 10.777 -5.242 5.637
H 11.307 -3.889 4.468
*
```



This record from the Open Molecules 2025 dataset describes a molecular structure, C13H37N2O4SiSn. The level of theory is ωB97M-V/def2-TZVPD.

**LUMO energy**: -3.576 eV
**HOMO-LUMO gap**: 0.2844 Ha

```
! RIJCOSX wB97M-V def2-TZVPD def2/J DEFGRID3
* xyz 1 1
C 4.305 1.766 1.886
Sn 2.183 2.296 -0.193
N 0.951 2.392 -1.846
N 2.723 4.493 -0.205
H -0.034 2.414 -1.546
H 4.100 1.662 0.811
H 4.678 0.833 2.332
H 3.388 2.069 2.425
H 5.273 2.426 1.927
H 1.902 5.107 -0.102
H 3.215 4.810 -1.051
H 3.347 4.743 0.575
H 1.095 3.205 -2.461
H 1.064 1.549 -2.427
C -3.175 0.227 2.536
C -1.763 -0.371 2.433
C -0.854 0.262 3.496
C -1.834 -1.896 2.624
O -1.303 -0.112 1.279
Si -0.102 0.029 0.244
O 0.883 1.264 0.680
O 0.753 -1.338 0.213
C 1.182 -2.377 -0.397
C 2.446 -2.886 0.313
C 0.108 -3.479 -0.363
C 1.553 -2.041 -1.858
O -0.784 0.238 -1.224
C -1.827 0.250 -2.000
C -1.544 1.028 -3.307
C -2.228 -1.183 -2.396
C -3.008 0.923 -1.281
H -3.610 0.046 3.542
H -3.851 -0.233 1.783
H -3.146 1.323 2.350
H -1.248 0.067 4.516
H 0.173 -0.158 3.425
H -0.790 1.363 3.341
H -2.476 -2.357 1.841
H -0.821 -2.343 2.552
H -2.259 -2.145 3.620
H 2.223 -3.132 1.374
H 2.836 -3.799 -0.186
H 3.242 -2.108 0.292
H -0.814 -3.145 -0.870
H -0.147 -3.742 0.684
H 0.467 -4.398 -0.876
H 0.683 -1.661 -2.418
H 2.344 -1.261 -1.896
H 1.925 -2.946 -2.387
H -0.669 0.600 -3.843
H -2.419 0.976 -3.990
H -1.375 2.108 -3.139
H -2.479 -1.785 -1.502
H -3.127 -1.163 -3.053
H -1.427 -1.684 -2.973
H -3.290 0.346 -0.381
H -2.740 1.960 -0.975
H -3.897 0.969 -1.947
*
```



This record from the Open Molecules 2025 dataset describes a molecular structure, C13H37O6Zr. The level of theory is ωB97M-V/def2-TZVPD.

**LUMO energy**: -15.081 eV
**HOMO-LUMO gap**: 0.0609 Ha

```
! RIJCOSX wB97M-V def2-TZVPD def2/J DEFGRID3
* xyz 3 1
Zr -3.003 1.782 3.470
C -0.229 -0.820 1.684
C -0.162 0.420 2.544
C 1.095 1.261 2.463
O -1.381 1.202 2.429
H -0.455 -0.651 0.624
H -1.027 -1.476 2.038
H 0.707 -1.375 1.637
H -0.108 0.056 3.581
H 1.959 0.614 2.610
H 1.125 1.959 3.300
H 1.213 1.800 1.521
C -0.441 -3.297 -1.777
C 0.411 -3.540 -3.049
O 0.912 -4.834 -2.962
H -0.782 -2.254 -1.734
H 0.102 -3.540 -0.863
H -1.343 -3.912 -1.769
H 1.248 -2.850 -3.053
H -0.219 -3.365 -3.930
H 0.189 -5.475 -3.059
C -2.538 1.049 -2.629
C -2.217 1.064 -1.155
O -0.926 1.643 -0.915
H -3.268 0.254 -2.801
H -1.632 0.844 -3.198
H -3.012 1.934 -3.052
H -2.176 0.020 -0.802
H -3.043 1.475 -0.550
H -0.858 1.670 0.046
C 4.014 -1.762 1.995
C 3.555 -3.187 1.815
O 4.165 -3.708 0.662
H 5.098 -1.729 2.102
H 3.627 -1.267 2.887
H 3.693 -1.207 1.109
H 2.459 -3.264 1.759
H 3.839 -3.829 2.674
H 3.562 -4.340 0.249
C 2.877 0.867 -1.672
C 2.107 -0.382 -2.052
O 1.022 -0.070 -2.899
H 3.505 1.177 -2.509
H 3.627 0.672 -0.895
H 2.273 1.698 -1.309
H 1.624 -0.864 -1.170
H 2.734 -1.152 -2.493
H 0.438 0.530 -2.408
C -3.998 4.611 0.396
C -4.122 4.419 1.878
O -2.940 3.620 2.415
H -3.010 5.030 0.172
H -4.714 5.359 0.054
H -4.159 3.701 -0.177
H -5.029 3.851 2.116
H -4.205 5.357 2.424
H -2.186 4.212 2.232
*
```



This record from the Open Molecules 2025 dataset describes a molecular structure, C13H39BaN2O21P4. The level of theory is ωB97M-V/def2-TZVPD.

**LUMO energy**: -3.805 eV
**HOMO-LUMO gap**: 0.3051 Ha

```
! RIJCOSX wB97M-V def2-TZVPD def2/J DEFGRID3
* xyz 1 1
Ba -0.347 3.645 -0.319
N -0.963 0.397 0.101
O -0.905 -0.789 0.376
O -0.991 0.909 -1.009
O -1.069 1.196 0.986
C -3.241 -1.785 2.903
N -4.345 -0.900 3.207
O -5.434 -1.301 2.963
O -4.148 0.137 3.811
H -2.681 -1.962 3.822
H -2.546 -1.410 2.151
H -3.690 -2.671 2.454
C 0.828 -2.072 -2.314
O -0.319 -2.343 -3.038
P -0.338 -3.364 -4.298
O 0.957 -3.591 -4.989
O -1.173 -4.647 -3.606
C -0.578 -5.724 -2.970
O -1.472 -2.655 -5.213
C -2.719 -2.421 -4.647
H 1.670 -2.282 -2.973
H 0.888 -2.765 -1.474
H 1.041 -1.043 -2.023
H 0.504 -5.622 -2.897
H -0.835 -6.617 -3.540
H -1.002 -5.954 -1.992
H -3.222 -3.251 -4.152
H -3.434 -2.133 -5.418
H -2.721 -1.520 -4.033
C -2.387 1.554 -4.377
O -2.382 2.931 -4.861
P -1.284 3.966 -4.331
O -0.626 3.665 -3.014
O -0.133 3.845 -5.457
C -0.483 4.031 -6.844
O -2.034 5.396 -4.546
C -1.256 6.562 -4.517
H -3.285 1.269 -3.829
H -1.521 1.313 -3.761
H -2.419 0.772 -5.135
H -1.493 4.434 -6.924
H -0.506 3.094 -7.400
H 0.270 4.705 -7.252
H -1.864 7.379 -4.907
H -0.504 6.398 -5.289
H -0.739 6.813 -3.590
C 0.401 -2.938 2.394
O 1.663 -2.595 2.893
P 2.910 -3.645 3.222
O 4.044 -2.977 3.909
O 2.166 -4.832 4.077
C 1.474 -4.578 5.323
O 3.302 -4.248 1.742
C 4.485 -3.800 1.069
H -0.375 -2.369 2.905
H 0.076 -3.975 2.472
H 0.434 -2.591 1.361
H 1.747 -3.594 5.702
H 1.729 -5.379 6.017
H 0.468 -4.648 4.908
H 4.956 -4.584 0.477
H 5.214 -3.411 1.780
H 4.300 -3.000 0.352
C 0.965 5.871 4.479
O 0.404 4.653 4.153
P 1.262 3.429 3.484
O 1.168 3.477 1.993
O 2.733 3.538 4.158
C 2.870 3.480 5.523
O 0.569 2.093 4.130
C 0.900 0.805 3.577
H 0.937 5.904 5.568
H 0.376 6.683 4.053
H 2.051 5.894 4.380
H 3.500 4.327 5.795
H 3.320 2.535 5.830
H 1.989 3.569 6.159
H 1.652 0.905 2.794
H 0.018 0.327 3.151
H 1.218 0.084 4.330
*
```



This record from the Open Molecules 2025 dataset describes 7 unconnected molecules or ions with the total composition C13H39NO9S. The level of theory is ωB97M-V/def2-TZVPD.

**LUMO energy**: 0.598 eV
**HOMO-LUMO gap**: 0.3422 Ha
**SMILES**: C[C@@H]1CCS(=O)(=O)O[C@H]1CCN.CO.CO.CO.CO.CO.CO

```
! RIJCOSX wB97M-V def2-TZVPD def2/J DEFGRID3
* xyz 0 1
C 1.351 -3.186 0.276
C 1.670 -1.747 -0.118
C 3.105 -1.328 0.227
C 3.458 -0.020 -0.532
S 2.256 1.258 -0.111
O 2.292 2.316 -1.121
O 2.409 1.690 1.258
O 0.851 0.530 -0.317
C 0.731 -0.687 0.470
C -0.752 -1.024 0.506
C -1.423 -1.077 -0.892
N -2.892 -1.133 -0.740
H 1.507 -3.403 1.333
H 2.015 -3.837 -0.298
H 0.336 -3.444 -0.025
H 1.583 -1.677 -1.209
H 3.834 -2.080 -0.071
H 3.164 -1.126 1.299
H 3.316 -0.183 -1.600
H 4.458 0.327 -0.291
H 1.059 -0.448 1.487
H -1.242 -0.196 1.027
H -0.980 -1.927 1.069
H -1.204 -0.155 -1.427
H -1.054 -1.955 -1.425
H -3.078 -1.898 -0.100
H -3.136 -0.278 -0.257
C -2.589 1.848 3.381
O -3.005 1.074 2.255
H -2.338 1.162 4.188
H -1.713 2.447 3.131
H -3.393 2.506 3.706
H -3.228 1.691 1.552
C -2.493 5.085 1.188
O -2.903 4.775 2.521
H -2.332 4.147 0.661
H -3.263 5.659 0.666
H -1.557 5.648 1.188
H -3.037 5.606 2.986
C -5.559 -3.154 1.580
O -4.509 -2.195 1.519
H -5.363 -3.910 0.823
H -5.594 -3.636 2.561
H -6.526 -2.688 1.371
H -4.683 -1.522 2.185
C 3.828 -6.513 0.193
O 3.345 -5.737 -0.901
H 4.477 -5.876 0.789
H 3.002 -6.863 0.819
H 4.403 -7.372 -0.161
H 2.772 -6.302 -1.428
C 3.928 3.003 -4.140
O 2.964 1.991 -3.892
H 4.365 2.817 -5.119
H 3.466 3.994 -4.144
H 4.724 2.979 -3.389
H 2.583 2.163 -3.021
C -0.772 4.240 -2.064
O -0.512 3.081 -1.288
H -1.841 4.445 -2.017
H -0.230 5.106 -1.672
H -0.493 4.083 -3.110
H 0.442 2.904 -1.337
*
```



This record from the Open Molecules 2025 dataset describes a molecular structure, C13H40BClCoO7. The level of theory is ωB97M-V/def2-TZVPD.

**LUMO energy (spin up / spin down)**: -1.183 / -1.988 eV
**HOMO-LUMO gap (spin up / spin down)**: 0.3034 / 0.2738 Ha
**<S²>**: 3.76

```
! RIJCOSX wB97M-V def2-TZVPD def2/J DEFGRID3
* xyz 0 4
Co 20.925 2.390 4.552
B 19.391 3.746 5.426
H 20.042 4.604 5.483
H 19.252 3.503 4.384
H 19.733 2.903 6.006
H 18.410 4.029 5.775
Cl 19.427 0.619 3.822
C 24.388 -0.170 4.287
C 22.987 0.129 3.649
O 22.713 1.456 3.677
O 25.379 0.231 3.266
H 24.559 -1.203 4.589
H 24.622 0.346 5.218
H 22.212 -0.357 4.240
H 22.956 -0.123 2.589
H 23.247 1.854 2.985
H 25.765 -0.543 2.850
C 17.683 3.194 0.549
C 16.937 2.699 1.806
O 16.829 1.311 1.795
O 17.092 2.708 -0.639
H 18.720 2.860 0.565
H 17.691 4.281 0.457
H 15.993 3.240 1.737
H 17.481 3.075 2.672
H 17.632 1.069 2.262
H 17.037 1.753 -0.559
C 18.449 -2.264 0.101
C 19.855 -2.775 0.294
C 20.689 -1.585 0.947
O 19.851 -3.871 1.249
H 17.922 -2.177 1.051
H 17.941 -3.003 -0.518
H 18.463 -1.318 -0.442
H 20.169 -3.089 -0.702
H 21.777 -1.630 0.912
H 20.419 -1.459 1.995
H 20.531 -0.665 0.385
H 19.597 -3.695 2.159
C 15.646 0.007 6.080
C 15.239 0.966 5.004
C 13.859 1.587 5.174
O 16.127 2.041 5.123
H 16.607 -0.467 5.880
H 14.852 -0.737 6.017
H 15.557 0.382 7.099
H 15.297 0.640 3.966
H 13.654 2.343 4.415
H 13.683 2.012 6.162
H 13.099 0.812 5.073
H 16.960 1.593 4.956
C 16.546 -2.298 3.702
C 17.656 -3.138 4.349
C 17.512 -4.644 4.371
O 18.805 -2.894 3.577
H 16.257 -2.642 2.709
H 16.894 -1.272 3.584
H 15.611 -2.266 4.262
H 17.876 -2.758 5.347
H 16.623 -4.886 4.952
H 18.308 -5.194 4.873
H 17.387 -5.102 3.390
H 18.911 -1.942 3.513
*
```



Respective electronic energy values: -27280.083; -24300.185; -38958.437; -27609.241; -97937.399; -44863.750; -79283.329 eV.